C3H8BrN2O | ωB97M-V/def2-TZVPD

XYZ file:
```
15
Properties=species:S:1:pos:R:3:forces:R:3
C 0.0300 -1.4812 0.6777 2.051 1.591 -1.850
C -0.6998 1.0532 0.8903 1.338 -3.943 3.143
C -0.3028 -0.0480 -0.0475 2.039 0.338 0.787
N -0.8268 -0.2078 -1.2640 -0.368 -3.120 -0.615
N 1.3863 0.4174 -0.6048 1.321 1.202 0.188
O 1.0285 -2.0487 0.3096 -1.647 0.099 0.787
Br -1.1303 -1.9742 2.0206 -0.369 -0.393 0.320
H -0.6814 2.0304 0.6387 -0.023 2.967 -1.687
H -1.6783 0.7516 1.2471 -0.264 0.306 0.274
H 0.0351 0.9709 1.8029 -1.489 0.101 -1.513
H -1.5403 0.3156 -1.6887 -0.913 0.988 -0.202
H -0.7242 -1.1786 -1.6124 -0.415 1.087 -0.083
H 2.0734 -0.3448 -0.4543 -0.455 0.471 0.186
H 1.8596 1.3641 -0.2827 -1.372 -2.376 -0.982
H 1.1708 0.3800 -1.6326 0.565 0.682 1.245
```
Forces are in eV/Å.

Values from the calculation:
frontier orbital gap = 10.972 eV
charge = +1
relative energy (zero: lowest compared OMol25 entry of this formula, charge and spin) = 0.0000 eV

C3H8BrNOS | ωB97M-V/def2-TZVPD

XYZ file:
```
15
Properties=species:S:1:pos:R:3:forces:R:3
C 0.1143 1.1740 -1.0769 -0.072 -0.042 -0.045
C -0.2212 0.6460 1.4232 -0.002 -0.167 0.066
C -0.5863 0.3928 -0.0042 -0.930 -1.929 -0.559
N 1.0728 -1.8934 -0.6713 -0.572 -0.483 0.072
O -0.8258 -2.2397 0.9138 -0.293 -0.709 1.141
S -0.5905 -1.6623 -0.3856 1.529 2.730 -0.709
Br -2.5432 0.5581 -0.2550 0.037 0.337 0.119
H -0.1034 0.7616 -2.0634 -0.003 0.042 -0.046
H -0.2239 2.2126 -1.0695 0.046 -0.027 0.002
H 1.1913 1.1697 -0.9149 0.109 -0.060 0.040
H -0.5309 -0.2054 2.0325 -0.023 0.008 0.060
H -0.7110 1.5393 1.8116 0.025 0.029 -0.063
H 0.8559 0.7749 1.5212 0.119 -0.018 -0.023
H 1.4613 -1.3543 -1.4239 0.045 0.176 -0.301
H 1.6407 -1.8739 0.1623 -0.014 0.112 0.246
```
Forces are in eV/Å.

Values from the calculation:
frontier orbital gap = 9.516 eV
relative energy (zero: lowest compared OMol25 entry of this formula, charge and spin) = 0.0000 eV

| no. | DFT total energy (eV) | strongest force on any atom (eV/Å) | HOMO energy (eV) |
| --- | --- | --- | --- |
| 1 | -78303.1397 | 5.2 | -14.84 |
| 2 | -87655.1324 | 3.2 | -8.94 |